(1)
Entry from the Open Molecules 2025 dataset: a cluster of 2 separate species, C10H18FN3O3 in total in a non-equilibrium geometry (ωB97M-V with the def2-TZVPD basis set).

The geometry in XYZ format:
```
35
Properties=species:S:1:pos:R:3:mulliken_charge:R:1
F -0.02967 -2.52666 -2.38846 -0.3768
O 0.65897 -4.11595 2.50608 -0.6197
O 0.99236 3.92259 -0.77365 -0.5904
O -0.75359 1.12062 -0.34642 -0.3158
N -1.07670 0.09195 -3.83065 -0.5085
N 1.35882 -0.21010 1.91386 -0.6184
N 2.17916 -0.90444 -1.57136 -0.6695
C -1.15016 2.50133 -0.53739 -0.7429
C 1.23197 -0.40383 0.72049 -0.2221
C 0.03066 -2.04279 -1.00574 -0.1494
C 0.13672 0.64961 -1.37814 0.0695
C 0.86889 -0.67974 -0.84385 1.2473
C -0.15309 3.59278 0.09267 0.3047
C -1.43140 -2.03636 -0.34320 -0.4695
C -0.52197 0.50168 -2.82892 -0.0161
C -1.34688 -2.46579 1.23166 -0.7943
C 0.31609 3.27008 1.60604 -1.0618
H -2.04464 -1.08731 -0.52240 0.1710
H -0.44862 2.64671 2.19976 0.2491
H 1.51376 -3.86916 2.88328 0.2832
H -1.01161 -1.57644 1.88423 0.1509
H 0.96969 1.45719 -1.48230 0.4473
H -2.16275 2.62517 0.02046 0.3132
H 2.71065 -0.02441 -1.48885 0.3411
H 0.47264 4.29437 2.12767 0.3174
H 1.31247 2.70720 1.63266 0.2533
H -0.51506 -3.27292 1.32102 0.2296
H 0.63553 -2.86223 -0.44306 0.3310
H 0.30385 -4.75993 3.13270 0.2813
H 2.66821 -1.68607 -1.08585 0.3597
H -0.76256 4.58360 0.16139 0.3002
H 0.74973 3.60239 -1.67382 0.3581
H -1.35345 2.80804 -1.62407 0.3762
H -2.32622 -2.95118 1.58528 0.3787
H -2.02179 -2.90000 -0.85112 0.3925
```

- LUMO: 0.42 eV
- E_HOMO: -10.46 eV
- Molar mass: 247.27 g mol⁻¹
- Energy relative to the best compared isomer or geometry (same formula, charge and spin): 53.8 kcal/mol
- E_tot: -23987.4071 eV
- Gap between HOMO and LUMO: 10.8818 eV

(2)
Entry from the Open Molecules 2025 dataset: a structure of composition C10H18MgO12S in a non-equilibrium geometry (ωB97M-V with the def2-TZVPD basis set).

The geometry in XYZ format:
```
42
Properties=species:S:1:pos:R:3:mulliken_charge:R:1
S -2.03741 1.57570 -1.06758 1.3073
Mg 0.15457 0.37443 0.42868 1.8790
O 1.13035 1.92901 -0.44352 -0.2309
O 1.84951 3.52784 -1.88586 -0.2839
O -3.03850 1.39098 -0.03245 -0.4516
O -1.17291 -1.60533 0.90990 -0.7563
O 3.30087 1.95815 -1.23221 -0.2579
O -1.00988 0.51530 -0.88055 -0.4228
O 1.67756 -0.82267 0.83943 -0.8259
O -2.62233 1.71129 -2.38631 -0.6647
O -1.48911 2.81986 -0.58255 -0.4454
O -2.53322 -3.40458 0.74422 -0.3591
O -0.61889 1.48473 2.02692 -0.8217
O -3.36902 -1.43315 1.11708 -0.2552
C -4.35049 -4.85245 1.45293 -1.4134
C 1.98409 2.42790 -1.13896 0.5019
C -2.27702 -2.15129 0.93084 0.4674
C 2.83802 -1.49798 0.34377 -0.9065
C 5.06511 2.11868 -2.85279 -1.3882
C -0.31835 1.15376 3.36878 -0.8010
C -3.93744 -3.61513 0.66163 0.4766
C 3.11881 3.78185 -2.50654 -0.5333
C -4.50301 -2.28126 1.11554 -0.4876
C 4.11078 2.87931 -1.89547 0.3490
H -3.97737 -4.69357 2.46468 0.3562
H -5.43801 -4.89247 1.51440 0.3598
H 5.81648 2.68181 -3.40635 0.3558
H 3.79041 -1.21958 0.79494 0.2523
H -3.92867 -5.79973 1.11702 0.3322
H 2.94288 -1.44508 -0.73988 0.2077
H -1.09923 1.52293 4.03365 0.2275
H 2.81326 -2.54855 0.63322 0.3113
H -0.12919 0.08787 3.49607 0.2155
H -4.75041 -2.30867 2.17674 0.2828
H 3.05748 3.50549 -3.55914 0.3032
H 4.41150 1.56613 -3.52775 0.3517
H -4.29442 -3.71589 -0.36331 0.2667
H -5.31763 -1.85182 0.53237 0.2951
H 0.59273 1.63899 3.71892 0.2153
H 3.44464 4.82004 -2.57064 0.3309
H 5.54093 1.29996 -2.31298 0.3515
H 4.57248 3.36728 -1.03708 0.3085
```

- LUMO (alpha / beta): 2.51 / 1.30 eV
- E_HOMO (alpha / beta): -3.45 / -3.37 eV
- Molar mass: 386.61 g mol⁻¹
- Multiplicity: 2
- Total charge: -1
- E_tot: -51512.6740 eV
- Gap between HOMO and LUMO (alpha / beta): 5.9629 / 4.6632 eV

(3)
Entry from the Open Molecules 2025 dataset: the ion C10H18N2 with charge +2 in a non-equilibrium geometry (ωB97M-V with the def2-TZVPD basis set).

The geometry in XYZ format:
```
30
Properties=species:S:1:pos:R:3:mulliken_charge:R:1
N -0.73654 0.34393 0.14580 0.2236
N 1.48202 -0.90171 0.16257 -0.0418
C -0.50954 1.61039 0.26396 -0.1278
C 5.19386 -0.39749 -0.21467 -0.3852
C -2.48087 -1.48384 0.51468 -1.9655
C 0.15406 -0.71577 0.09757 -0.0378
C -2.47146 -0.02264 -1.53068 -1.3302
C -2.21173 -0.07807 -0.02623 1.3322
C 2.68288 -0.41811 -0.01919 -0.1660
C -3.10767 0.91222 0.71585 -1.9384
C 4.77133 0.97001 -0.29466 -0.3461
C 3.83552 -0.02062 0.54545 -0.0897
H -2.31460 0.97902 -1.92527 0.3837
H -1.84123 -0.71931 -2.07892 0.3855
H -2.75343 1.09682 1.72822 0.4908
H -3.50842 -0.29340 -1.71780 0.4002
H -2.06778 -1.62499 1.51068 0.4716
H -1.31220 2.32365 0.28265 0.2724
H 1.63942 -1.92559 0.19166 0.3293
H -3.55690 -1.61063 0.60160 0.4736
H 5.21030 1.72051 0.35197 0.2837
H -2.15478 -2.27697 -0.15532 0.5174
H 5.95537 -0.69730 0.49477 0.2892
H -3.23343 1.85420 0.18875 0.4949
H -0.37832 -1.65155 0.03276 0.2782
H 4.34946 1.34931 -1.21582 0.3159
H 5.08681 -1.04274 -1.07621 0.3150
H 3.93297 0.06636 1.62807 0.4684
H 0.50566 1.97764 0.33064 0.2647
H -4.10401 0.48522 0.80101 0.4383
```

- LUMO: -8.99 eV
- E_HOMO: -16.26 eV
- Molar mass: 166.27 g mol⁻¹
- Energy relative to the best compared isomer or geometry (same formula, charge and spin): 94.7 kcal/mol
- Total charge: +2
- E_tot: -13619.7653 eV
- Gap between HOMO and LUMO: 7.2722 eV

(4)
Entry from the Open Molecules 2025 dataset: a structure of composition C10H18N2O5 in a non-equilibrium geometry (ωB97M-V with the def2-TZVPD basis set).

The geometry in XYZ format:
```
35
Properties=species:S:1:pos:R:3:mulliken_charge:R:1
O -1.25038 0.58856 0.90585 -0.7383
O -1.14797 1.27821 -3.50226 -0.6426
O -2.86156 2.36113 -3.31619 -0.4731
O -4.01530 3.05268 -0.41623 -0.4585
O -2.77865 5.27390 0.38362 -0.5482
N -0.35690 0.99948 -1.11263 -0.2409
N 1.42230 -0.94534 -1.06877 -0.7606
C 2.99501 -3.08829 0.93814 -1.1613
C -2.81790 3.99009 -0.13519 0.3563
C -1.60979 1.74782 -1.23609 -0.2280
C -1.62122 3.04651 -0.26185 -0.3982
C 1.54860 -0.79951 1.37592 -0.9366
C 1.08945 -3.15941 2.26245 -1.3008
C 2.10706 -2.15320 1.84520 0.4720
C -1.84904 1.82039 -2.72497 0.7849
C -0.29849 0.40339 0.12790 -0.4090
C 0.65394 -0.86141 0.18772 0.7836
H -0.03251 -1.78816 0.18737 0.3804
H 1.55792 -4.15014 2.67881 0.3323
H -1.49351 2.48998 0.76176 0.3146
H 2.70384 -0.72486 -1.16086 0.3002
H 2.86365 -1.92244 2.73158 0.2210
H 3.66751 -3.89322 1.21551 0.4421
H 1.05225 -2.16199 -1.69182 0.3085
H 0.58212 -3.48674 1.27739 0.2556
H 3.94166 -2.55191 0.52880 0.2902
H -2.55769 2.43330 -4.29866 0.3713
H 0.87017 -0.44548 2.22676 0.3083
H -0.78172 3.70769 -0.56900 0.3152
H 2.37140 -0.16676 1.21422 0.5008
H -4.75410 3.57126 0.01499 0.3466
H 2.40610 -3.39436 -0.04772 0.1324
H 0.34480 -3.00320 3.06699 0.3153
H 0.42796 0.78595 -1.82088 0.4303
H -2.37902 1.14608 -0.56782 0.3344
```

- LUMO: 0.04 eV
- E_HOMO: -9.27 eV
- Molar mass: 246.26 g mol⁻¹
- Energy relative to the best compared isomer or geometry (same formula, charge and spin): 209.7 kcal/mol
- E_tot: -23872.6959 eV
- Gap between HOMO and LUMO: 9.3111 eV

(5)
Entry from the Open Molecules 2025 dataset: the molecule C10H18N2OSi in a non-equilibrium geometry (ωB97M-V with the def2-TZVPD basis set).

The geometry in XYZ format:
```
32
Properties=species:S:1:pos:R:3:mulliken_charge:R:1
Si -2.71823 -0.83787 1.08437 0.3269
O 1.03073 -0.76801 -0.39209 -0.3325
N -1.50083 -0.03492 -2.86618 -0.6108
N -0.80930 -0.47279 -1.80313 0.1494
C 0.59678 -0.26240 -1.62280 -0.0033
C -1.24242 -0.20548 3.45211 -1.2124
C -2.98780 0.06078 -0.50684 -0.1404
C -3.50363 0.49581 -1.65547 -0.1866
C 2.44257 -0.59706 -0.25123 -0.5121
C 2.23104 1.54247 -1.21956 -0.7440
C 0.74215 1.23820 -1.37800 -0.5154
C 2.80166 0.80592 -0.01339 -0.6895
C -2.71995 0.36365 -2.89567 -0.0740
C -1.55938 0.35187 2.04560 0.1556
H -2.30528 -2.23344 1.06404 -0.0875
H 1.25371 -0.72743 -2.50864 0.2566
H -0.57187 0.47139 1.45006 -0.4050
H -3.14828 0.61450 -3.90806 0.3386
H 2.42013 2.56801 -0.95918 0.3522
H -1.79692 1.36533 2.25674 0.4890
H 0.20983 1.40075 -0.45040 0.0774
H 2.77290 1.17199 -2.07982 0.3266
H -0.31284 -0.67222 3.23781 0.3539
H -4.12545 -0.67636 1.59893 -0.1848
H -1.86910 -0.99528 3.85568 0.2824
H 2.66700 -1.20139 0.66303 0.2628
H -4.45192 0.93181 -1.83262 0.4235
H 3.00392 -1.17864 -1.07398 0.3257
H 0.33719 1.80865 -2.12896 0.5403
H -1.01049 0.55228 4.25647 0.2711
H 2.46552 1.06049 0.97358 0.3234
H 3.81180 0.83108 0.07144 0.4427
```

- LUMO (alpha / beta): 0.14 / -0.69 eV
- E_HOMO (alpha / beta): -7.94 / -7.62 eV
- Molar mass: 210.35 g mol⁻¹
- Energy relative to the best compared isomer or geometry (same formula, charge and spin): 114.0 kcal/mol
- E_tot: -23560.4572 eV
- Gap between HOMO and LUMO (alpha / beta): 8.0773 / 6.9311 eV

(6)
Entry from the Open Molecules 2025 dataset: the ion C10H18N3O with charge +1 in a non-equilibrium geometry (ωB97M-V with the def2-TZVPD basis set).

The geometry in XYZ format:
```
32
Properties=species:S:1:pos:R:3:mulliken_charge:R:1
O -1.61081 -2.74473 0.31039 -0.5333
N -0.98286 -0.23690 -1.24607 -0.5416
N -0.98712 -2.40186 2.46945 -0.2899
N 0.82309 0.99927 -0.41100 -0.2047
C -0.58360 -1.18981 -2.01143 -0.2048
C 1.76511 2.54816 -2.00116 -1.3481
C -0.89916 -2.23657 1.16155 0.1309
C -0.83225 1.12223 2.23313 -1.1016
C 0.34078 -1.28077 0.56457 0.1181
C 0.52343 2.18224 -1.19593 -0.3162
C 0.93096 -2.14803 -0.47695 -0.6864
C -0.40555 -0.03222 0.04266 0.5595
C -1.38481 0.74587 0.87478 -1.1520
C 0.30169 -2.23235 -1.72769 -0.8133
H -1.07630 -1.11148 -2.99117 0.4865
H 0.71141 -2.82626 -2.46667 0.5818
H 2.04093 1.74723 -2.76293 0.3698
H 0.44581 3.10182 -0.57943 0.3003
H -2.23894 -0.00956 0.92612 0.4277
H -0.88131 0.29995 2.89741 0.2516
H -0.30785 -2.07820 3.08730 0.2208
H -1.83941 -2.89005 2.79426 0.2823
H -1.73241 1.62974 0.47492 0.4066
H -0.51670 2.01564 -1.72934 0.3785
H 2.68302 2.75181 -1.41080 0.3396
H 1.48956 3.41682 -2.49940 0.4326
H 1.04758 -1.23080 1.39104 0.8037
H -1.49930 1.75990 2.70792 0.4936
H 1.43431 0.47336 -1.02505 0.4394
H 1.55868 -2.87995 0.00858 0.4521
H 0.23952 1.56073 2.20470 0.2120
H 1.44250 1.17478 0.38626 0.5042
```

- LUMO: -3.88 eV
- E_HOMO: -12.80 eV
- Molar mass: 196.27 g mol⁻¹
- Energy relative to the best compared isomer or geometry (same formula, charge and spin): 83.1 kcal/mol
- Total charge: +1
- E_tot: -17171.4708 eV
- Gap between HOMO and LUMO: 8.9246 eV

(7)
Entry from the Open Molecules 2025 dataset: the ion C10H18NO with charge +1 in a non-equilibrium geometry (ωB97M-V with the def2-TZVPD basis set).

The geometry in XYZ format:
```
30
Properties=species:S:1:pos:R:3:mulliken_charge:R:1
O 0.27048 0.08615 2.72614 -0.6098
N 1.42547 0.22513 0.75994 -0.1068
C -2.09950 0.35914 1.05525 -1.1061
C 0.82805 -2.01040 1.64209 -1.6800
C 1.11921 1.66427 0.63795 -0.3008
C -1.41236 -1.41326 -3.14339 -1.3418
C 0.60661 2.17440 -0.66924 -0.4103
C 0.39629 -0.56677 1.51012 0.3170
C -1.15462 -0.40463 0.55505 0.6816
C -1.08173 -1.13639 -0.69161 -0.4247
C 2.00941 2.48356 -0.24090 -0.6466
C -1.49747 -0.66175 -1.86542 -0.0188
H 0.75119 2.06562 1.57104 0.5149
H 2.31270 0.12539 1.27458 0.4475
H -0.37936 -0.36370 3.27876 0.4406
H -0.65854 -2.13045 -0.64708 0.2425
H -2.41234 -1.55953 -3.55056 0.3374
H 1.53485 -0.17573 -0.17842 0.5381
H -2.00102 0.88531 1.98837 0.3299
H -0.85036 -0.84463 -3.88382 0.3121
H 1.70864 -2.07663 2.28143 0.4568
H 0.03263 -2.58773 2.10853 0.4239
H 1.05385 -2.46169 0.68079 0.4125
H -1.92093 0.33210 -1.92584 0.4929
H 0.45650 1.46836 -1.47166 0.2205
H 2.24660 3.48645 0.07562 0.2772
H 2.82436 1.99337 -0.75176 0.2578
H -3.03615 0.46586 0.53424 0.3527
H -0.94555 -2.38568 -3.00845 0.3497
H -0.12690 2.96387 -0.65175 0.2400
```

- LUMO: -2.80 eV
- E_HOMO: -12.54 eV
- Molar mass: 168.26 g mol⁻¹
- Energy relative to the best compared isomer or geometry (same formula, charge and spin): 48.8 kcal/mol
- Total charge: +1
- E_tot: -14190.9160 eV
- Gap between HOMO and LUMO: 9.7430 eV

Q: The highest molar mass belongs to which entry?
A: C10H18MgO12S

Q: The lowest E_tot belongs to which entry?
A: C10H18MgO12S